--- i ---
# C9H16N2

A cluster of 2 separate species, C9H16N2 in total (the ωB97M-V functional and the def2-TZVPD basis, OMol25).

Atoms and positions in Å:
C -2.182 0.317 -0.776
C -1.490 -0.446 0.038
C 1.723 1.361 -0.112
C 1.012 1.715 1.001
C -1.429 0.606 -1.974
C 2.063 2.145 -1.311
C -1.338 -3.340 0.371
C 0.508 0.982 3.037
C -0.298 -2.313 0.971
N -0.544 -0.989 0.581
N 0.842 0.665 1.814
H 2.188 0.403 0.045
H 0.585 2.679 1.346
H -0.382 0.127 -1.961
H -1.851 0.288 -2.966
H -1.374 1.637 -2.093
H 1.839 1.702 -2.297
H 1.565 3.155 -1.429
H 3.114 2.395 -1.400
H -2.374 -2.971 0.587
H -1.127 -3.300 -0.747
H -1.185 -4.359 0.744
H 0.217 1.987 3.371
H -3.210 0.791 -0.554
H 0.515 0.192 3.754
H -0.247 -2.415 1.976
H 0.670 -2.427 0.516

Computed properties:
- net charge = 0
- SMILES string = C=N/C=C/C.CC=C=NCC
- frontier orbital gap (eV) = 8.300

--- ii ---
# C9H16N2

A cluster of 2 separate species, C9H16N2 in total (the ωB97M-V functional and the def2-TZVPD basis, OMol25).

Atoms and positions in Å:
C 2.359 -0.191 1.478
C 2.510 -1.021 -0.798
C 2.393 -0.015 0.095
C -0.539 0.044 -0.717
C -0.654 1.342 -0.367
C -0.681 1.898 1.051
C -0.504 2.351 -1.442
C -1.895 -1.082 1.078
C -0.539 -2.428 -0.357
N 2.559 -0.211 2.624
N -0.758 -1.075 0.156
H 2.586 -0.735 -1.815
H 2.629 -2.060 -0.739
H 2.432 0.980 -0.348
H -0.653 -0.282 -1.789
H -1.711 2.023 1.396
H 0.012 2.769 1.087
H -0.254 1.095 1.724
H 0.170 3.096 -1.036
H -1.373 2.979 -1.668
H -0.075 1.816 -2.233
H -2.916 -1.148 0.629
H -1.811 -1.881 1.757
H -1.927 -0.172 1.704
H 0.419 -2.302 -1.034
H -0.378 -2.991 0.614
H -1.401 -2.798 -1.051

Computed properties:
- net charge = 0
- SMILES string = CC(C)=CN(C)C.C=CC#N
- frontier orbital gap (eV) = 8.129

Which structure wins on stability? ii wins.